Entry 1:
60
Properties=species:S:1:pos:R:3:forces:R:3 method="wB97M-V/def2-TZVPD" homo_ev=-4.55 lumo_energy_ev=0.439
Cl 11.4536 8.6951 -16.5527 -13.58 12.32 -3.30
C 10.6749 10.2898 -16.1817 -0.80 0.16 -1.49
C 11.7391 11.4098 -16.2336 -1.11 -0.36 0.53
Cl 12.8024 11.2650 -14.7521 -1.85 6.13 0.50
H 10.2037 10.1283 -15.2122 0.19 0.47 -0.16
H 9.9069 10.3137 -16.9548 -0.06 1.05 0.08
H 11.2043 12.3596 -16.2298 0.11 0.08 0.69
H 12.3630 11.5083 -17.1220 0.14 -0.84 0.10
Cl 11.9556 6.8266 -13.5689 15.56 -8.61 3.54
C 13.1620 6.6139 -14.8091 4.67 0.18 -2.15
C 13.2050 7.7088 -15.9177 4.76 -5.27 2.61
Cl 13.6438 9.2258 -15.3529 2.20 -2.48 -0.35
H 13.0796 5.6277 -15.2660 0.99 0.35 1.11
H 14.1025 6.7350 -14.2715 -0.47 -0.16 -0.44
H 12.2335 7.8275 -16.3976 7.84 -8.50 1.72
H 13.9158 7.4848 -16.7131 -1.40 -0.38 0.73
N 13.5754 7.7778 -12.0912 0.61 -1.21 1.66
C 14.4183 8.2709 -11.1340 0.58 -1.07 -2.00
C 15.5976 7.6043 -10.7706 -0.96 -1.73 0.20
C 15.7738 6.2165 -11.1606 -2.00 2.16 -0.30
C 14.7743 5.6725 -12.0029 0.70 0.94 1.38
C 13.7003 6.4867 -12.4634 6.67 -0.66 5.94
H 14.1127 9.2512 -10.7991 0.38 0.14 0.24
H 16.2388 8.0029 -9.9983 0.13 0.22 -0.12
H 16.5643 5.6566 -10.6832 0.11 -0.21 -0.33
H 14.7957 4.6122 -12.2072 -0.06 -0.06 -0.31
H 12.9329 5.9947 -13.0426 3.91 -3.01 2.70
N 15.5603 5.1287 -15.5176 0.66 0.44 -0.53
C 15.7409 6.3710 -14.9299 0.91 -1.28 -1.44
C 15.6846 7.5349 -15.6767 3.38 -1.63 1.34
C 15.5538 7.3232 -17.0126 1.81 2.40 -1.35
C 15.5700 6.1322 -17.6689 0.31 1.14 -0.19
C 15.4905 5.0351 -16.8629 0.98 -0.32 2.23
H 15.9470 6.3364 -13.8703 0.02 0.11 -0.07
H 15.8709 8.5419 -15.3337 0.09 -0.55 0.35
H 15.4893 8.2904 -17.4889 0.02 -0.05 -1.10
H 15.3176 6.1376 -18.7190 1.88 -0.11 0.52
H 15.3547 4.0871 -17.3623 0.33 -0.31 0.87
N 9.3330 7.6280 -13.0547 -0.38 0.56 0.19
C 10.5779 7.8659 -13.6364 -14.53 10.43 3.99
C 11.2876 9.0288 -13.3438 -3.07 2.05 0.26
C 10.4584 10.0193 -12.8322 0.73 0.97 0.48
C 9.1087 9.8910 -12.4718 0.03 -0.48 0.23
C 8.5869 8.6088 -12.4734 2.07 -0.85 -1.22
H 11.0784 7.0204 -14.0847 -15.18 1.00 -12.84
H 12.2774 9.2528 -13.7132 -0.45 -0.38 0.84
H 10.9528 10.9677 -12.6824 -0.26 0.44 -0.07
H 8.4682 10.7036 -12.1623 0.36 0.33 0.13
H 7.5997 8.3410 -12.1269 -0.06 0.00 0.15
N 12.6161 6.1979 -17.6195 1.33 -1.15 -3.00
C 12.0263 5.5079 -16.6669 -0.75 0.42 -1.89
C 12.0714 4.1558 -16.6247 -0.48 -2.15 0.44
C 12.8213 3.4341 -17.5472 -0.22 0.51 -0.66
C 13.5303 4.1392 -18.5159 -0.81 -0.49 0.96
C 13.4581 5.5219 -18.4641 -3.15 -0.51 -0.73
H 11.5529 6.1176 -15.9116 -1.29 -0.64 -0.69
H 11.4596 3.6893 -15.8668 0.14 -0.42 0.09
H 12.8615 2.3576 -17.6245 -0.24 -0.12 0.51
H 14.1810 3.5625 -19.1564 0.04 0.37 -0.42
H 14.0037 6.0110 -19.2575 -1.47 0.60 -0.15

Entry 2:
11
Properties=species:S:1:pos:R:3:forces:R:3 method="wB97M-V/def2-TZVPD" homo_ev=-11.18 lumo_energy_ev=0.716
O 2.8981 -1.6847 -0.3891 0.34 -0.39 -1.13
C 2.5976 -0.5688 -0.5002 0.14 -0.25 1.89
N 2.2847 0.5894 -0.3115 -0.93 0.17 -0.45
Si 0.6706 0.7245 0.4170 0.76 0.99 -1.25
O -0.4377 0.3980 -0.7893 -0.29 -0.33 1.66
Si -1.9298 -0.1990 -0.2814 -0.27 -0.23 -1.13
H 0.5548 2.1288 0.8412 -0.09 -0.10 0.06
H 0.5879 -0.1961 1.5583 -0.16 -0.19 -0.02
H -1.8068 -1.4701 0.4602 0.21 0.13 0.16
H -2.7121 0.7782 0.4953 0.21 0.13 0.19
H -2.7073 -0.5001 -1.5006 0.08 0.07 0.01

Entry 3:
86
Properties=species:S:1:pos:R:3:forces:R:3 method="wB97M-V/def2-TZVPD" homo_ev="-13.55 / -13.56" total_charge=+2 multiplicity=2 lumo_energy_ev="-7.530 / -7.513"
Co -0.3225 0.7543 -1.3168 -1.25 1.26 1.37
N -1.0485 -0.2845 3.2905 -0.24 0.01 -0.18
C -2.2812 -1.1103 3.2554 0.05 0.25 -0.22
C -3.4888 -0.1881 3.0237 0.35 0.29 0.00
C -3.5106 0.4354 1.6198 0.29 -0.28 0.25
N -2.3337 1.3808 1.3856 -0.42 -0.22 0.46
C -3.4261 -0.6454 0.5652 0.02 -0.16 -0.48
C -2.2297 -1.5988 0.7237 0.02 0.22 0.22
N -0.9102 -1.0121 0.3021 -0.22 0.07 -0.37
C -2.1935 -2.1678 2.1512 0.03 0.03 -0.06
H -1.0188 0.2701 4.1409 -0.02 0.07 -0.01
H -1.5167 1.0255 1.9154 0.06 -0.10 0.15
H -0.2256 -0.8729 3.3258 0.06 -0.11 0.09
H -2.4167 -1.6236 4.2044 -0.10 -0.12 0.14
H -3.5244 0.5927 3.7926 -0.02 -0.11 -0.02
H -4.3954 -0.7886 3.1282 -0.04 0.15 -0.02
H -4.4111 1.0264 1.4891 -0.08 0.08 -0.07
H -2.5257 2.3274 1.6969 -0.06 0.11 0.17
H -2.1190 1.4006 0.3797 -0.15 0.01 -0.45
H -3.4083 -0.1821 -0.4251 -0.04 -0.20 0.13
H -4.3365 -1.2508 0.6297 0.07 0.07 0.06
H -2.4309 -2.4165 0.0348 0.11 -0.11 -0.05
H -0.3834 -1.7607 -0.1337 0.10 -0.04 0.02
H -0.3562 -0.7406 1.1039 0.00 0.07 0.20
H -1.2954 -2.7788 2.2907 -0.04 0.00 -0.01
H -3.0491 -2.8380 2.2734 0.05 0.00 -0.01
C 4.0107 1.3481 1.9894 0.00 0.02 0.01
As 2.2744 0.4690 1.7651 0.01 0.11 -0.28
C 2.4918 -0.8263 3.2120 -0.02 -0.05 0.05
C 1.2312 1.8984 2.6148 -0.03 0.23 0.02
C 1.2852 2.0749 3.9988 -0.04 0.08 -0.07
C 0.6543 3.1374 4.6314 0.00 0.01 0.00
C -0.0348 4.0702 3.8711 -0.05 -0.01 0.02
C -0.0968 3.9182 2.4918 0.04 -0.11 0.08
C 0.5231 2.8407 1.8439 -0.21 0.02 0.19
As 0.2752 2.7807 -0.1100 0.23 -0.17 0.16
C -0.8718 4.3063 -0.3999 0.05 0.01 -0.28
C 1.9451 3.4587 -0.8137 0.01 -0.11 -0.04
H 4.1832 1.5597 3.0446 0.01 0.01 -0.02
H 4.0277 2.2842 1.4324 0.00 -0.03 0.00
H 4.7997 0.6967 1.6164 -0.02 -0.01 -0.02
H 2.4607 -0.3902 4.2084 0.03 -0.06 -0.03
H 3.4762 -1.2698 3.0682 0.01 -0.05 0.00
H 1.7593 -1.6294 3.1371 0.00 -0.02 0.03
H 1.8446 1.3760 4.6079 -0.01 0.07 -0.01
H 0.7203 3.2473 5.7089 0.00 -0.01 -0.11
H -0.5167 4.9198 4.3446 0.06 -0.09 -0.07
H -0.6277 4.6682 1.9234 0.00 -0.02 0.09
H -0.3938 5.2003 -0.0144 0.00 0.11 0.04
H -1.8529 4.1784 0.0473 -0.08 0.00 0.03
H -0.9977 4.4136 -1.4736 -0.02 -0.01 0.02
H 2.2501 4.3359 -0.2537 0.04 0.10 0.09
H 1.7791 3.7323 -1.8526 0.01 0.02 -0.10
H 2.7199 2.6970 -0.7672 -0.01 -0.05 0.03
O 1.3838 0.2690 -1.5003 1.67 0.21 0.28
N 0.7962 -0.5956 -2.1798 0.03 -1.83 -1.02
F -2.1610 1.1466 -1.3838 0.06 0.22 -0.30
B -2.0513 1.9831 -3.5911 -0.27 -0.13 0.51
F -1.1221 1.0193 -3.7922 -0.42 0.69 -0.11
F -3.3234 1.7497 -3.8773 0.85 0.16 0.06
F -1.6298 3.1935 -3.2050 -0.24 -0.80 -0.44
C -3.3040 -3.1607 -4.5743 0.06 -0.01 0.01
C -3.0438 -2.1923 -3.5966 -0.08 -0.03 -0.02
C -1.7572 -1.9667 -3.1723 0.08 -0.18 -0.20
C -0.6813 -2.7077 -3.7320 -0.09 -0.03 0.08
C -0.9783 -3.6942 -4.7049 0.18 0.01 -0.02
C -2.2684 -3.9121 -5.1251 -0.28 -0.04 -0.09
C 0.6910 -2.5772 -3.4179 -0.02 0.28 -0.07
C 1.4420 -1.6573 -2.6538 0.26 -0.16 -0.26
C 2.8968 -1.9210 -2.4194 -0.19 0.16 0.19
C 3.2872 -3.2298 -2.1323 -0.12 -0.10 0.09
C 4.6063 -3.5222 -1.8175 0.01 -0.05 -0.04
C 5.5528 -2.5073 -1.7958 0.01 0.07 -0.03
C 5.1794 -1.2049 -2.1135 0.05 -0.07 -0.04
C 3.8613 -0.9103 -2.4256 -0.09 -0.04 -0.06
H -4.3244 -3.3343 -4.9012 0.11 0.03 0.03
H -3.8586 -1.6126 -3.1747 0.09 -0.08 -0.06
H -1.5825 -1.2247 -2.4175 0.05 0.13 0.15
H -0.1645 -4.2688 -5.1374 -0.09 0.04 0.06
H -2.4787 -4.6622 -5.8786 0.02 0.08 0.08
H 1.3240 -3.3239 -3.8918 -0.08 0.02 0.03
H 2.5490 -4.0318 -2.1292 0.14 0.13 0.05
H 4.8948 -4.5434 -1.5903 -0.05 0.12 -0.02
H 6.5842 -2.7326 -1.5470 -0.10 0.03 -0.03
H 5.9231 -0.4159 -2.1317 -0.06 -0.07 0.00
H 3.5955 0.0981 -2.7097 -0.04 0.03 0.09

Entry 4:
29
Properties=species:S:1:pos:R:3:forces:R:3 method="wB97M-V/def2-TZVPD" homo_ev=-13.14 total_charge=+1 lumo_energy_ev=-4.792
C 0.5131 3.7505 -1.8620 -0.31 -1.48 0.87
C 0.3001 2.7785 -0.8178 -1.96 -0.38 -2.40
C -0.2010 3.4256 -3.0105 -0.15 0.08 0.71
C -0.6651 1.7747 -1.2303 2.49 2.20 0.55
C -0.8518 -0.7784 1.5153 1.59 0.18 -1.05
C -0.9422 0.5867 -0.5357 -3.23 0.39 -1.39
C 0.4852 -1.5318 1.3495 -0.25 0.63 -2.77
C -1.8536 -0.3259 -1.3367 -1.31 0.89 -1.24
C 1.6696 -0.5451 1.5138 -2.01 -2.02 0.33
C 0.6305 -2.7311 2.2269 1.73 0.54 1.11
N 0.5382 -1.8405 -0.1317 0.29 0.93 0.95
O -0.6822 0.4835 0.7016 -0.12 -0.76 0.73
S -1.2415 2.1540 -2.8199 -0.01 -1.24 0.22
H 1.1340 4.6168 -1.8106 0.45 0.20 0.16
H 0.6754 2.6755 0.1766 0.64 0.49 0.30
H -0.2516 3.8059 -4.0139 0.37 0.89 0.05
H -1.6023 -1.4615 1.1176 -0.60 0.70 0.26
H -0.9658 -0.3550 2.5030 -0.50 -0.30 0.18
H -2.9706 -0.4383 -1.1015 1.59 0.86 0.27
H -1.4698 -1.2768 -1.2012 0.68 -2.02 -0.23
H -1.7786 -0.0311 -2.4490 -0.16 -0.90 1.95
H 1.5614 -0.1362 2.4803 0.61 0.90 0.98
H 1.5969 0.0982 0.7064 -0.07 1.94 -1.06
H 2.5395 -1.1031 1.3299 1.45 -0.68 0.42
H 1.7217 -2.6881 2.3931 -0.45 -0.93 0.39
H 0.3472 -3.7239 1.9733 -0.36 -0.57 -1.23
H 0.1650 -2.6153 3.1784 -0.29 0.53 1.00
H 0.0989 -2.6831 -0.4228 -0.40 -0.92 0.12
H 1.4994 -1.8847 -0.4219 0.27 -0.12 -0.18